No. 1
21
Properties=species:S:1:pos:R:3 method="wB97M-V/def2-TZVPD" lumo_energy_ev=-0.24 smiles=O.O.O.O.O.O.O total_energy_ha=-535.03786 de_lowest_kcal_mol=54.0
O -0.97484 0.41325 0.79002
H -0.64702 0.23880 1.68106
H -0.44278 -0.17864 0.27523
O 0.85429 1.16992 -1.54306
H 1.66871 0.73523 -1.25524
H 0.57478 1.56240 -0.74055
O 0.57382 0.37765 2.93882
H 1.24796 0.99284 2.63731
H 0.61280 0.20409 3.93536
O -0.72101 -0.95750 -3.43475
H -0.21468 -0.99793 -2.58977
H -0.08168 -0.66751 -4.11438
O 0.45888 -1.59349 -0.86147
H 0.67491 -2.21327 -1.58727
H 1.34023 -1.23721 -0.93363
O -2.67579 2.69618 0.45449
H -2.26204 1.86029 0.24718
H -3.21606 3.07416 -0.30234
O 1.30374 -2.07379 1.66856
H 0.99831 -2.11625 0.74118
H 0.92748 -1.28924 1.99322

=====

No. 2
13
Properties=species:S:1:pos:R:3 method="wB97M-V/def2-TZVPD" lumo_energy_ev=0.51 smiles="N=C=O.C=C.O" total_energy_ha=-323.70031 de_lowest_kcal_mol=50.6
N -1.44381 -0.94022 -0.44167
C -1.42269 -0.04178 -1.27732
O -1.42739 0.79576 -2.08454
H -2.12777 -1.65521 -0.64664
C 0.33759 1.46166 -0.02387
C 1.06459 0.81845 0.87940
H -0.64103 1.86050 0.22971
H 0.69895 1.64738 -1.03034
H 2.06851 0.47006 0.66502
H 0.69768 0.62582 1.88148
O 0.83937 -1.76346 0.99564
H -0.01832 -1.45378 0.65635
H 1.37431 -1.82516 0.19679

=====

No. 3
27
Properties=species:S:1:pos:R:3 method="wB97M-V/def2-TZVPD" spin_multiplicity=3 lumo_energy_ev="0.61 / -2.44" total_energy_ha=-860.40676 de_lowest_kcal_mol=132.9
C 1.18007 1.95173 -1.28497
C 1.47491 0.86325 -0.81414
C -3.01516 -1.76581 -0.50127
C 3.33710 -1.25814 -2.14312
C -1.43790 0.10273 0.82271
C 3.19330 -0.56437 -1.03272
C -4.20988 1.41301 0.82300
C 2.26274 -0.12085 1.20318
C 1.94306 -0.86007 2.24160
C 1.94297 -0.30349 -0.20622
N -3.49281 -2.79090 -0.34220
O -3.80011 0.72388 -0.40867
P -2.43515 -0.10554 -0.54131
H 1.08954 2.99006 -1.50371
H 4.19992 -1.08427 -2.84097
H 2.59404 -1.98498 -2.39048
H -0.93281 1.11205 0.93681
H -0.63237 -0.70380 0.66074
H 3.98605 0.07739 -0.74572
H -3.37834 1.64375 1.50693
H -5.05728 1.00731 1.35914
H -4.55781 2.38412 0.61270
H -2.17129 0.09178 -1.87419
H 2.97802 0.61867 1.24082
H 2.48475 -0.70675 3.17575
H 1.15571 -1.57719 2.40816
H 1.29875 -1.15359 -0.36185

=====

No. 4
41
Properties=species:S:1:pos:R:3 method="wB97M-V/def2-TZVPD" lumo_energy_ev=0.60 smiles="O=C1OCCN1[C@H](/C=C/N1CCOCC1)c1ccccc1" total_energy_ha=-956.84093 de_lowest_kcal_mol=105.4
O 0.02256 2.27316 1.77132
C 0.94774 1.79072 1.14838
O 0.78818 0.57376 0.62770
C 2.05112 0.10998 0.13626
C 2.91129 1.32575 0.11206
N 2.26411 2.30943 0.98630
C 2.46178 3.82028 0.89288
C 2.17837 4.53802 -0.39751
C 0.96869 4.31161 -0.98289
N 0.81220 4.31349 -2.31654
C -0.38742 3.77817 -2.93749
C -0.84557 4.71191 -4.04823
O 0.22035 5.44718 -4.67629
C 1.47784 4.76480 -4.55944
C 1.91766 4.79225 -3.12413
C 3.76129 4.48733 1.50498
C 4.20568 3.89387 2.66953
C 5.22355 4.44936 3.44630
C 5.77933 5.68532 3.10147
C 5.35706 6.31300 1.92915
C 4.32170 5.74525 1.15769
H 1.92005 -0.36917 -0.82606
H 2.46209 -0.67106 0.79959
H 3.97713 1.15296 0.36239
H 2.81694 1.73882 -0.90971
H 1.68008 4.11153 1.56049
H 2.89362 5.26065 -0.84904
H 0.14768 4.01151 -0.35598
H -1.13786 3.72658 -2.16145
H -0.20816 2.76718 -3.32547
H -1.37470 4.11349 -4.81570
H -1.52358 5.48170 -3.64678
H 2.15894 5.36737 -5.17050
H 1.39507 3.73838 -4.92047
H 2.11159 5.81133 -2.80383
H 2.83083 4.21467 -2.99477
H 3.70219 2.96806 2.93363
H 5.52904 3.91383 4.33560
H 6.55347 6.12763 3.73279
H 5.80161 7.27092 1.65418
H 3.99251 6.33308 0.30318

=====

No. 5
9
Properties=species:S:1:pos:R:3 method="wB97M-V/def2-TZVPD" lumo_energy_ev="-1.83 / -2.48" total_energy_ha=-735.33841 de_lowest_kcal_mol=156.2
C -1.13704 -0.29939 1.07725
C -0.30251 -0.14317 -0.10888
N -1.90280 -0.52906 1.90461
N 1.01177 0.38473 0.12722
O 1.16538 0.93917 1.19142
O 1.84536 0.18152 -0.73539
S -0.55270 -1.18585 -1.43967
H -0.86762 1.69016 -0.11722
H 0.74015 -1.03811 -1.89933

=====

No. 6
41
Properties=species:S:1:pos:R:3 method="wB97M-V/def2-TZVPD" spin_multiplicity=6 lumo_energy_ev="-2.50 / -4.79" total_charge=+1 total_energy_ha=-3902.23126 de_lowest_kcal_mol=6.2
Ir 0.92307 -1.87654 -0.05907
C -0.71959 -5.81908 1.93277
Te 0.84191 -4.53063 2.67623
C 2.50793 -5.87658 2.42231
H -0.99607 -6.52650 2.70383
H -0.37888 -6.33908 1.04286
H -1.58169 -5.20666 1.68735
H 2.29372 -6.53993 1.59225
H 2.66461 -6.44462 3.33268
H 3.39988 -5.29606 2.21229
S 1.11833 -4.16528 -0.15231
C 1.22774 2.08809 1.33266
N -0.12303 1.77119 0.96204
C -0.78021 0.62265 1.19218
Se -0.16609 -0.93397 2.01689
N -2.03942 0.74042 0.72102
C -2.19846 1.97539 0.13817
C -3.26879 2.57504 -0.50774
C -3.06289 3.85210 -0.99642
C -1.83981 4.50819 -0.84204
C -0.77329 3.92233 -0.18614
C -0.96585 2.63492 0.29463
H 1.63247 1.26717 1.92293
H 1.24220 3.00488 1.92479
H 1.83311 2.23383 0.43653
H -2.74614 0.02654 0.80669
H -4.21424 2.06605 -0.62332
H -3.87081 4.36106 -1.49839
H -1.73412 5.50706 -1.23684
H 0.15763 4.45018 -0.05136
C 1.04732 2.10139 -2.85424
C 2.22215 1.61982 -2.30326
C 2.22894 0.42543 -1.59947
C 1.05188 -0.31012 -1.43456
C -0.11021 0.16347 -2.05083
C -0.11441 1.35900 -2.74699
H 1.03947 3.04973 -3.36700
H 3.14232 2.16850 -2.43077
H 3.17052 0.06877 -1.19795
H -1.03736 -0.39814 -1.99663
H -1.02383 1.70000 -3.21576

=====

No. 7
44
Properties=species:S:1:pos:R:3 method="wB97M-V/def2-TZVPD" lumo_energy_ev="-10.13 / -10.23" total_charge=+2 total_energy_ha=-2180.55569
I -0.68162 2.05132 -1.77993
I 2.30387 -1.59891 -0.01440
Al 0.41965 0.12434 -0.46652
P 1.03859 1.53674 1.43048
C 2.46819 2.53427 0.91408
C -0.21636 2.71319 1.98671
H 0.12460 3.19298 2.91473
H 1.79045 1.40929 3.70287
H -1.14461 2.16475 2.16850
H 0.77583 -0.00796 3.24610
H 2.18357 3.18053 0.07719
H -0.39203 3.46695 1.21061
C 1.57924 0.66536 2.92215
H 2.79498 3.14775 1.76471
H 2.47347 0.06821 2.70464
H 3.28449 1.87613 0.59859
P -1.15769 -1.54504 -1.30060
C -0.67852 -1.94248 -3.00873
C -1.15992 -3.12632 -0.42210
H -3.18638 -0.63348 -0.41838
H -3.50927 -1.89650 -1.65491
H -3.00118 -0.23964 -2.14484
C -2.88762 -1.02781 -1.39366
H -1.38656 -2.93378 0.63112
H -1.92957 -3.77179 -0.86950
H -1.34732 -2.72829 -3.38331
H 0.35784 -2.29539 -3.03286
H -0.17108 -3.59788 -0.49524
H -0.76838 -1.04808 -3.63434
C 1.89046 0.48561 -2.21827
O 2.57977 0.71709 -3.10067
C -0.87790 -0.27305 1.01133
C -1.71257 -0.47647 1.91456
C -2.66312 -0.71672 2.94360
C -2.29239 -0.57560 4.29909
C -3.21739 -0.82322 5.31385
C -4.52345 -1.21850 5.00366
C -4.89888 -1.37430 3.66258
C -3.98475 -1.13168 2.63779
H -1.26529 -0.28947 4.53714
H -2.91076 -0.71521 6.35470
H -5.24153 -1.41814 5.80334
H -5.91027 -1.69881 3.41283
H -4.26734 -1.28127 1.59119

=====

No. 8
52
Properties=species:S:1:pos:R:3 method="wB97M-V/def2-TZVPD" lumo_energy_ev=-3.07 total_charge=+1 total_energy_ha=-1701.18454 de_lowest_kcal_mol=0.0
C 2.51193 -0.80804 -2.98921
C 1.44066 0.27085 -3.13136
C 1.97280 1.55321 -3.72637
N 0.90772 0.72824 -1.81944
N 1.15867 1.98639 -1.48512
N 0.46116 2.19753 -0.36399
C 0.88002 3.34042 0.46922
C 0.93643 4.56535 -0.42177
C 2.24379 3.03169 1.06077
C -0.20252 1.06754 0.04707
C -1.13761 1.04856 1.16130
C -1.01333 0.12385 2.22312
C -1.93980 0.12080 3.26221
C -2.96925 1.06662 3.29968
C -3.07217 2.03274 2.28117
C -2.16377 2.01637 1.21955
C 0.09478 0.11198 -0.89081
C -0.45396 -1.24323 -1.13402
H 2.91551 -1.02268 -3.98888
H 3.32797 -0.43840 -2.35490
H 2.10678 -1.74181 -2.58207
H 0.58726 -0.12896 -3.70194
H 2.40602 1.38316 -4.71042
H 1.17379 2.29159 -3.82317
H 2.74253 1.96494 -3.06966
H 0.12608 3.46175 1.24747
H 1.40040 5.41444 0.09046
H 1.51733 4.35229 -1.32359
H -0.06922 4.87307 -0.71685
H 2.61080 3.86753 1.66462
H 2.19277 2.14353 1.69881
H 2.97465 2.85144 0.26019
H -0.16937 -0.57334 2.20856
H -1.86362 -0.64588 4.04275
H -3.68763 1.06142 4.12585
H -3.87054 2.77417 2.30860
H -2.25726 2.73936 0.40382
H -1.51747 -1.08556 -1.41526
H 0.10425 -1.63967 -2.00017
C -1.36842 -5.28676 1.22775
C -1.96559 -3.98591 1.74852
S -2.15717 -2.70621 0.50973
C -0.46582 -2.31685 -0.06944
S -0.14568 -3.93365 -0.82359
C -0.01000 -4.98430 0.60108
H -1.26509 -6.00807 2.04455
H -2.03299 -5.71271 0.47081
H -3.00610 -4.12595 2.08133
H -1.36792 -3.58769 2.57432
H 0.26992 -2.05701 0.71695
H 0.66072 -4.52531 1.32841
H 0.44757 -5.88281 0.16335